DFT (wB97M-V/def2-TZVPD) results for a molecular structure, C72H55BiN6O6S3 in a non-equilibrium geometry.

```
! wB97M-V def2-TZVPD RIJCOSX def2/J DEFGRID3
* xyz 0 1
Bi 1.8535 1.2698 0.5622
N 4.7081 8.9313 -6.2120
C 4.3981 8.0911 -5.4910
C 4.0087 7.0436 -4.5877
C 2.6602 6.7415 -4.4107
C 2.2901 5.7462 -3.5241
C 3.2553 5.0389 -2.8121
C 4.6020 5.3362 -3.0063
C 4.9817 6.3334 -3.8868
C 2.8586 3.9591 -1.8630
C 2.1532 4.3664 -0.7227
C 1.7863 5.7076 -0.4321
C 1.1006 5.6957 0.7614
C 1.0767 4.3592 1.1851
N 1.7064 3.5593 0.3215
C 3.2399 2.6674 -2.2235
C 3.9198 2.2921 -3.4202
C 4.0940 0.9307 -3.3723
C 3.5111 0.5045 -2.1591
N 2.9977 1.5216 -1.4815
H 1.9125 7.2871 -4.9702
H 1.2450 5.4981 -3.3882
H 5.3528 4.7852 -2.4545
H 6.0269 6.5646 -4.0398
H 2.0100 6.5672 -1.0415
H 0.6765 6.5359 1.2874
H 0.6262 3.9729 2.0850
H 4.2309 2.9605 -4.2059
H 4.5753 0.3011 -4.1040
H 3.4631 -0.4937 -1.7554
C -3.9445 3.5500 4.4450
C -3.3028 2.2234 4.0201
C -3.9811 1.0534 4.7532
C -3.5252 2.0122 2.5207
C -1.8178 2.2257 4.3760
C -1.4311 2.3131 5.7261
C -0.1128 2.2276 6.1239
C 0.8562 2.0523 5.1425
S 2.5709 1.8365 5.2981
C 2.7058 1.7568 3.5716
N 1.5819 1.8918 2.9381
C 0.5026 2.0242 3.7929
C -0.8356 2.1125 3.4117
C 3.9654 1.5574 2.8613
C 5.1813 1.5458 3.5406
C 6.3602 1.3506 2.8443
C 6.3224 1.1645 1.4709
C 5.1079 1.1695 0.7945
C 3.9140 1.3681 1.4727
H -5.0037 3.5569 4.1766
H -3.4558 4.3904 3.9470
H -3.8679 3.7024 5.5232
H -5.0344 0.9945 4.4683
H -3.9290 1.1676 5.8370
H -3.4925 0.1147 4.4815
H -4.5970 1.9568 2.3163
H -3.0638 1.0738 2.2035
H -3.1160 2.8354 1.9285
H -2.1863 2.4377 6.4923
H 0.1610 2.2880 7.1694
H -1.0669 2.0323 2.3580
H 5.1986 1.6872 4.6151
H 7.3045 1.3377 3.3727
H 7.2441 1.0069 0.9247
H 5.1042 1.0097 -0.2757
O 4.2194 -4.4508 2.8771
C 3.8784 -4.8646 1.6788
O 4.0919 -5.9934 1.2912
C 3.2067 -3.8868 0.7747
C 2.8939 -4.1855 -0.5282
N 2.2624 -3.1135 -1.0342
N 2.1192 -2.1248 -0.1407
C 2.6867 -2.5761 0.9680
C 2.6109 -1.7198 2.2012
O 3.2721 -2.0563 3.2010
O 1.7990 -0.7564 2.1459
H 3.9428 -3.4866 3.0364
H 3.0853 -5.0791 -1.1003
H 1.8497 -3.0020 -1.9460
C -6.5701 1.6893 -3.2135
C -5.1506 1.3573 -2.8422
C -4.7605 1.2997 -1.5072
C -3.4544 0.9836 -1.1678
C -2.5342 0.7078 -2.1672
C -2.8981 0.7654 -3.5019
C -4.2014 1.0927 -3.8296
S -0.8529 0.3898 -1.6222
O 0.0519 1.3130 -2.3579
C -0.6013 -1.2333 -2.4054
C 0.4404 -1.2662 -3.3533
C 0.8290 -2.4501 -3.9080
C 0.2466 -3.6671 -3.4838
C 0.7143 -4.9177 -3.9582
C 0.1778 -6.0837 -3.4960
C -0.8775 -6.0571 -2.5593
C -1.3725 -4.8677 -2.1076
C -0.8130 -3.6379 -2.5416
C -1.2647 -2.3854 -2.0184
C -2.4937 -2.3879 -1.1601
C -3.7398 -2.6905 -1.8119
C -3.8303 -2.8888 -3.2123
C -5.0426 -3.0564 -3.8220
C -6.2288 -3.0602 -3.0629
C -6.1720 -2.9072 -1.7072
C -4.9346 -2.7107 -1.0510
C -4.8671 -2.4834 0.3461
C -3.6869 -2.1612 0.9361
C -2.4968 -2.0915 0.1773
S -1.0647 -1.3538 1.0373
O -1.7187 -0.4963 2.0607
C -0.4914 -2.8429 1.8712
C 0.2279 -3.7851 1.1527
C 0.7802 -4.8715 1.8111
C 0.6374 -5.0135 3.1902
C 1.2591 -6.1848 3.9043
C -0.0908 -4.0538 3.8890
C -0.6520 -2.9646 3.2392
H -7.0719 2.2135 -2.4009
H -7.1304 0.7746 -3.4221
H -6.6065 2.3152 -4.1055
H -5.4812 1.5113 -0.7249
H -3.1478 0.9394 -0.1281
H -2.1643 0.5677 -4.2761
H -4.4932 1.1444 -4.8729
H 0.9116 -0.3253 -3.6189
H 1.6069 -2.4794 -4.6641
H 1.5140 -4.9259 -4.6903
H 0.5587 -7.0349 -3.8458
H -1.2933 -6.9889 -2.1975
H -2.1833 -4.8467 -1.3905
H -2.9269 -2.8883 -3.8087
H -5.0953 -3.1798 -4.8966
H -7.1830 -3.1862 -3.5603
H -7.0785 -2.9081 -1.1118
H -5.7787 -2.5487 0.9297
H -3.6252 -1.9381 1.9941
H 0.3788 -3.6555 0.0882
H 1.3588 -5.6000 1.2542
H 2.1274 -6.5490 3.3557
H 0.5393 -7.0019 3.9914
H 1.5812 -5.9066 4.9073
H -0.1983 -4.1524 4.9634
H -1.1786 -2.1850 3.7783
*
```

The calculation puts the gap between HOMO and LUMO at 6.9 eV. The value obtained for the total energy is -135130.179 eV. For the highest occupied orbital energy, the calculation gives -7.9871 eV.

---

DFT (wB97M-V/def2-TZVPD) results for a molecular structure, C4H9NO3 in a non-equilibrium geometry.

```
! wB97M-V def2-TZVPD RIJCOSX def2/J DEFGRID3
* xyz 0 1
C -1.6453 -1.6844 -0.6463
C -0.4658 -1.1321 0.1178
O -0.6143 -1.4133 1.4739
O 0.7237 -1.2859 -0.3577
H 0.3002 -1.5294 1.7829
H -1.5076 -2.7562 -0.7934
H -1.7098 -1.1930 -1.6191
H -2.5730 -1.5156 -0.0953
C 1.6036 1.7666 0.5918
C 0.5899 1.1894 -0.3297
O 0.9128 1.2333 -1.6111
N -0.6310 0.8360 0.0580
H 0.2800 0.6734 -2.0939
H -0.8121 1.1008 1.0254
H 1.2632 2.7434 0.9451
H 1.7161 1.1092 1.4568
H 2.5693 1.8577 0.0948
*
```

The calculation puts the gap between HOMO and LUMO at 9.8 eV. The value obtained for the total energy is -11925.532 eV. For the highest occupied orbital energy, the calculation gives -9.2283 eV.

---

DFT (wB97M-V/def2-TZVPD) results for a gas-phase ion, C12H14NO2 (charge -1) in a non-equilibrium geometry.

```
! wB97M-V def2-TZVPD RIJCOSX def2/J DEFGRID3
* xyz -1 1
C 0.1736 3.1004 0.3398
C 1.5734 3.4603 0.3276
C -0.2922 1.8335 0.1171
C 2.4715 2.4593 0.1230
C 0.6485 0.7597 0.0281
C 2.0600 1.1265 0.0748
C 5.0382 -1.2046 -0.0915
C 0.3875 -0.5567 -0.2849
C 2.9203 0.0411 0.0124
C -3.3829 -1.6077 0.1804
C -1.1232 -0.9851 -0.6457
C -1.9450 -1.5262 0.5260
N 4.1918 0.0586 -0.2766
O 6.2098 -0.9484 -0.1515
O 4.3041 -2.1373 -0.0200
H -0.5322 3.9024 0.3752
H 1.7999 4.5009 0.4912
H -1.2918 1.6079 0.0691
H 3.4787 2.8830 -0.1159
H 1.1460 -1.3200 -0.4940
H 2.6802 -0.9926 0.3786
H -3.5139 -1.3648 -0.9397
H -4.0316 -0.8466 0.6278
H -4.0829 -2.4476 0.4780
H -1.5591 -0.0070 -1.0548
H -0.9516 -1.7895 -1.3526
H -1.3681 -2.4047 0.9036
H -1.8193 -0.8552 1.4940
H 4.7403 0.7664 -0.5766
*
```

The calculation puts the gap between HOMO and LUMO (alpha / beta) at 6.1 / 6.1 eV. The value obtained for the total energy is -18255.318 eV. As for the SMILES: CCC/C=c1\cccc\c1=C/NC(=O)[O-]. For the highest occupied orbital energy (alpha / beta), the calculation gives -2.8929 / -2.8941 eV.

---

DFT (wB97M-V/def2-TZVPD) results for a molecular structure, C22H24BiF5NOP2 in a non-equilibrium geometry.

```
! wB97M-V def2-TZVPD RIJCOSX def2/J DEFGRID3
* xyz 1 1
C 2.9131 -0.7806 -3.0605
C 1.8937 -0.0944 -2.4171
C 0.5678 -0.6203 -2.4482
C 0.3213 -1.8327 -3.1762
C 1.3873 -2.4694 -3.8638
C 2.6778 -1.9643 -3.7834
C -0.9568 -2.3886 -3.0828
C -2.0250 -1.6693 -2.5381
C -1.7125 -0.4535 -1.8411
C -2.7618 0.2534 -1.1848
C -4.0428 -0.2830 -1.1776
C -4.3515 -1.4743 -1.8591
C -3.3632 -2.1393 -2.5568
H 3.9280 -0.3744 -3.0156
H 1.1813 -3.3823 -4.4347
H 3.5112 -2.4662 -4.2832
H -1.1787 -3.2795 -3.6701
H -4.8341 0.2506 -0.6433
H -5.3823 -1.8544 -1.8403
H -3.5898 -3.0631 -3.1145
N -0.3947 -0.1569 -1.5827
Bi 0.2426 -0.6772 1.0307
C 2.1779 1.1272 -1.5788
H 1.3483 1.8410 -1.6505
H 3.1208 1.6007 -1.8964
C -2.4269 1.5004 -0.4070
H -1.6903 2.1034 -0.9528
H -3.3366 2.0908 -0.2239
P 2.3768 0.7275 0.2174
P -1.6955 1.1353 1.2517
C -3.1071 0.5351 2.2174
H -2.7779 0.3249 3.2446
H -3.8840 1.3150 2.2342
H -3.5239 -0.3810 1.7784
C -1.2795 2.7529 1.9214
H -2.1941 3.3550 2.0158
H -0.8105 2.6422 2.9064
H -0.5704 3.2684 1.2602
C 3.8658 -0.3102 0.2878
H 4.7117 0.2241 -0.1757
H 4.0998 -0.5225 1.3413
H 3.7043 -1.2642 -0.2313
C 2.8481 2.2932 0.9685
H 3.0539 2.1455 2.0357
H 3.7577 2.6665 0.4732
H 2.0372 3.0251 0.8688
C -1.3571 -2.5664 2.6601
O -1.8956 -3.3223 3.3296
H -0.1258 -2.1271 -0.1175
F 1.3524 -1.1842 4.3737
C 0.8430 0.0011 3.9183
F -0.4098 0.1281 4.4752
C 1.7248 1.1635 4.3945
F 1.7476 1.2730 5.7454
F 3.0112 0.9982 3.9620
F 1.2726 2.3594 3.8956
*
```

The calculation puts the gap between HOMO and LUMO (alpha / beta) at 5.0 / 5.0 eV. The value obtained for the total energy is -64737.642 eV. For the highest occupied orbital energy (alpha / beta), the calculation gives -9.2331 / -9.2340 eV.